The following is a quantum chemistry calculation of the ion C3H2NOS2 with charge -1 in a non-equilibrium geometry, from OMol25.

The geometry in XYZ format:
```
9
Properties=species:S:1:pos:R:3:nbo_charge:R:1
S -2.0975 -1.0608 0.4083 -0.0357
H 0.8289 2.6236 0.4105 0.1711
H -2.3906 -1.6744 -0.7559 0.0959
O 1.3839 -2.0469 -0.4163 -0.6420
C -0.8195 -0.0842 -0.2272 -0.2630
C 0.5934 1.5771 0.3677 -0.2501
C 1.0595 -0.9236 -0.1380 0.2640
N -0.5775 1.1191 0.1821 -0.4489
S 2.0195 0.4701 0.1688 0.1086
```

For the frontier orbital gap, the calculation gives 5.747 eV. Its net charge is -1. The calculation puts the LUMO energy at 3.50 eV.

=====

The following is a quantum chemistry calculation of an isolated molecule of C3H2NP in a non-equilibrium geometry, from OMol25.

The geometry in XYZ format:
```
7
Properties=species:S:1:pos:R:3:nbo_charge:R:1
H 0.5985 -0.6018 -0.4793 0.2111
P -1.7336 -0.0197 -1.4304 0.6182
C -1.4864 -0.7375 0.2237 -0.3564
N -2.5717 -1.9943 2.1027 -0.2514
C -0.2807 -0.0105 -0.2210 -0.6311
H -0.0351 0.9279 0.2708 0.2109
C -2.0690 -1.4204 1.2336 0.1987
```

The structure (SMILES) is N#CC1=PC1. For the frontier orbital gap (spin up / spin down), the calculation gives 7.652 / 7.630 eV. Its net charge is 0. The calculation puts the LUMO energy (spin up / spin down) at -1.62 / -1.58 eV.

=====

The following is a quantum chemistry calculation of a cluster of 2 separate species, C3H2NS3 in total in a non-equilibrium geometry, from OMol25.

The geometry in XYZ format:
```
9
Properties=species:S:1:pos:R:3:nbo_charge:R:1
C -1.0654 -0.0883 -0.0001 -0.0723
S -4.0145 1.1872 2.8188 -0.8297
S -0.3965 1.2256 -2.0177 -0.1156
N 1.7147 -1.0559 0.4146 -0.6192
C 1.3880 -0.2259 -0.4875 0.1105
S -2.4523 -0.2181 0.7009 0.4417
H 2.7082 -1.2709 0.4516 0.3327
H 2.0838 0.2434 -1.1985 0.1681
C 0.0341 0.2028 -0.6823 -0.4161
```

For the frontier orbital gap (spin up / spin down), the calculation gives 4.700 / 6.121 eV. Its net charge is -1. The calculation puts the LUMO energy (spin up / spin down) at 1.15 / 2.78 eV.

=====

The following is a quantum chemistry calculation of an isolated molecule of C3H2O in a non-equilibrium geometry, from OMol25.

The geometry in XYZ format:
```
6
Properties=species:S:1:pos:R:3:nbo_charge:R:1
C 0.7028 -0.2349 0.0221 -0.1434
C 1.8710 -0.4460 0.2823 -0.1695
O -1.5743 0.5315 -0.5872 -0.4678
C -0.7853 0.1001 0.2265 0.3892
H -1.0972 -0.2717 1.1839 0.1414
H 2.9609 -0.4952 0.3277 0.2500
```

The structure (SMILES) is C#CC=O. For the frontier orbital gap, the calculation gives 10.769 eV. Its net charge is 0. The calculation puts the LUMO energy at -0.05 eV.

=====

The following is a quantum chemistry calculation of an isolated molecule of C3H2O in a non-equilibrium geometry, from OMol25.

The geometry in XYZ format:
```
6
Properties=species:S:1:pos:R:3:nbo_charge:R:1
C -0.2040 -0.5322 -0.0208 0.3511
H -1.0436 1.3495 0.1399 0.4866
O -1.4211 0.4771 -0.0147 -0.6823
C 2.2247 0.3295 -0.0186 0.1942
H -0.5971 -1.5200 -0.1714 0.2165
C 1.0412 -0.1038 0.0856 -0.5660
```

For the frontier orbital gap, the calculation gives 8.961 eV. Its net charge is 0. The calculation puts the LUMO energy at -1.80 eV.

=====

The following is a quantum chemistry calculation of a cluster of 2 separate species, C3H2O2 in total in a non-equilibrium geometry, from OMol25.

The geometry in XYZ format:
```
7
Properties=species:S:1:pos:R:3:nbo_charge:R:1
C 1.5015 -0.3783 0.5262 0.5197
H -2.4833 -0.1431 -0.9344 0.2204
C -0.4716 0.1262 0.1681 0.0662
H 2.1221 0.4507 0.6674 0.1557
O 1.8273 -1.4829 0.6600 -0.4355
O -1.0636 1.3474 -0.3405 -0.5522
C -1.4324 0.0802 -0.7469 0.0256
```

For the frontier orbital gap (spin up / spin down), the calculation gives 7.685 / 7.364 eV. Its net charge is 0. The calculation puts the LUMO energy (spin up / spin down) at -0.42 / -0.36 eV.

=====

Q: What is the net charge in the fifth record?
A: 0

=====

Q: What is the formula in the second record?
A: C3H2NP